# 1
Density functional theory data (ωB97M-V/def2-TZVPD) for 7 unconnected molecules or ions with the total composition C30H29F4N3.

Each line ends with the natural charge from an NBO analysis.
Positions of all 66 atoms, in Å:
F1 -15.891 -12.466 -9.404  -0.231
C1 -14.933 -12.565 -8.445  0.596
C2 -13.684 -12.013 -8.718  -0.271
C3 -12.656 -12.148 -7.883  -0.129
C4 -12.865 -12.720 -6.616  0.030
C5 -14.129 -13.065 -6.199  -0.231
C6 -15.165 -13.156 -7.144  -0.137
H1 -13.796 -11.623 -9.719  0.276
H2 -11.703 -11.686 -8.095  0.283
H3 -11.994 -12.799 -5.982  0.263
H4 -14.257 -13.378 -5.173  0.270
H5 -16.159 -13.503 -6.901  0.271
F2 -4.393 -7.960 -8.896  -0.324
C7 -4.915 -6.768 -9.195  0.392
C8 -6.237 -6.558 -9.378  -0.308
C9 -6.831 -5.322 -9.327  -0.188
C10 -5.990 -4.226 -9.188  -0.224
C11 -4.643 -4.440 -8.883  -0.187
C12 -4.057 -5.706 -8.919  -0.264
H6 -6.957 -7.359 -9.456  0.210
H7 -7.889 -5.137 -9.432  0.226
H8 -6.282 -3.188 -9.134  0.222
H9 -3.986 -3.630 -8.602  0.216
H10 -3.031 -5.874 -8.624  0.231
F3 -10.588 -11.019 -10.411  -0.360
C13 -10.379 -11.693 -11.589  0.378
C14 -9.752 -12.949 -11.588  -0.279
C15 -9.575 -13.565 -12.802  -0.197
C16 -9.832 -12.922 -13.950  -0.216
C17 -10.433 -11.665 -13.989  -0.165
C18 -10.817 -11.132 -12.753  -0.291
H11 -9.523 -13.311 -10.596  0.222
H12 -9.196 -14.575 -12.867  0.228
H13 -9.505 -13.396 -14.863  0.226
H14 -10.643 -11.096 -14.883  0.232
H15 -11.368 -10.203 -12.722  0.224
F4 -9.409 -3.406 -12.237  -0.328
C19 -8.804 -4.084 -13.226  0.401
C20 -8.084 -5.210 -12.990  -0.307
C21 -7.406 -5.842 -14.043  -0.202
C22 -7.722 -5.443 -15.351  -0.223
C23 -8.504 -4.290 -15.599  -0.192
C24 -9.041 -3.591 -14.560  -0.267
H16 -7.873 -5.496 -11.970  0.234
H17 -6.619 -6.578 -13.976  0.222
H18 -7.339 -5.911 -16.246  0.212
H19 -8.524 -3.897 -16.605  0.220
H20 -9.561 -2.652 -14.677  0.228
C25 -11.225 -8.006 -13.836  -0.735
C26 -11.433 -7.036 -14.906  0.283
N1 -11.607 -6.234 -15.740  -0.325
H21 -11.247 -7.415 -12.920  0.272
H22 -10.193 -8.300 -14.027  0.271
H23 -12.029 -8.739 -13.763  0.235
C27 -13.425 -9.413 -5.891  -0.709
C28 -11.967 -9.649 -5.924  0.282
N2 -10.858 -9.788 -6.027  -0.333
H24 -13.610 -9.168 -4.846  0.273
H25 -13.908 -10.344 -6.190  0.220
H26 -13.635 -8.567 -6.545  0.275
C29 -8.737 -9.156 -8.759  -0.717
C30 -8.995 -8.331 -10.008  0.297
N3 -9.257 -7.659 -10.948  -0.358
H27 -9.551 -9.841 -8.522  0.250
H28 -8.633 -8.453 -7.932  0.263
H29 -7.783 -9.682 -8.795  0.262

spin multiplicity = 2
HOMO energy (alpha / beta) = -10.01 / -10.01 eV
E_LUMO (alpha / beta) = -4.9 / -9.0 eV
total charge = +1

---

# 2
Density functional theory data (ωB97M-V/def2-TZVPD) for 2 unconnected molecules or ions with the total composition CH5N2.

Each line ends with the natural charge from an NBO analysis.
Positions of all 8 atoms, in Å:
C1 0.511 -0.050 0.385  0.329
N1 0.634 0.906 -0.450  -0.502
N2 -0.600 -0.721 0.473  -0.671
H1 1.124 -0.310 1.198  0.261
H2 1.370 1.258 -1.058  0.458
H3 -1.217 0.882 -1.283  0.283
H4 -0.743 -1.444 1.137  0.452
H5 -1.078 -0.521 -0.403  0.390

energy relative to the best compared isomer or geometry (same formula, charge and spin) = 530.3 kJ/mol
spin multiplicity = 1
HOMO energy (alpha / beta) = -16.82 / -16.50 eV
E_LUMO (alpha / beta) = -7.1 / -8.0 eV
total charge = +1

---

# 3
Density functional theory data (ωB97M-V/def2-TZVPD) for a single C8H8O2S2 molecule.

Each line ends with the natural charge from an NBO analysis.
Positions of all 20 atoms, in Å:
S1 3.205 -1.312 0.382  -0.052
S2 -2.454 1.864 1.559  -0.064
O1 -1.701 -0.615 0.837  -0.467
O2 1.802 0.724 -0.556  -0.466
C1 1.866 -0.335 0.250  0.255
C2 -1.383 0.639 1.175  0.270
C3 -0.525 -1.040 -1.100  -0.440
C4 -0.396 0.481 -1.491  -0.436
C5 -0.473 -1.259 0.413  0.096
C6 0.445 1.249 -0.429  0.107
C7 0.680 -0.501 1.135  -0.356
C8 0.078 0.880 1.040  -0.368
H1 0.284 -1.551 -1.600  0.226
H2 -1.399 -1.490 -1.561  0.240
H3 -1.375 0.934 -1.574  0.229
H4 0.052 0.585 -2.476  0.237
H5 -0.429 -2.336 0.626  0.229
H6 0.351 2.302 -0.577  0.226
H7 0.907 -0.808 2.175  0.269
H8 0.467 1.589 1.770  0.264

energy relative to the best compared isomer or geometry (same formula, charge and spin) = 41.5 kJ/mol
structure (SMILES) = S=C1O[C@H]2CC[C@@H]3OC(=S)[C@H]2[C@H]13
spin multiplicity = 1
HOMO energy = -8.83 eV
E_LUMO = -0.2 eV

---

# 4
Density functional theory data (ωB97M-V/def2-TZVPD) for a molecular structure, C7H12LiNaO4.

Each line ends with the natural charge from an NBO analysis.
Positions of all 25 atoms, in Å:
C1 -1.414 -2.764 -0.594  -0.475
C2 -0.420 -3.379 -1.585  -0.052
O1 0.246 -2.429 -2.341  -1.070
Na1 0.634 -2.556 -4.798  0.036
H1 -2.211 -3.496 -0.353  0.187
H2 0.186 0.598 -0.733  0.258
H3 -1.918 -1.919 -1.101  0.213
H4 -1.004 -4.100 -2.202  0.093
H5 0.268 -4.050 -1.012  0.104
C3 -0.827 -2.253 0.695  -0.136
C4 0.462 -2.366 1.081  -0.457
H6 -1.559 -1.953 1.458  0.169
H7 0.761 -2.057 2.088  0.175
H8 1.265 -2.404 0.332  0.218
O2 0.945 5.703 0.839  -0.849
C5 0.943 4.514 1.247  0.958
O3 1.593 4.134 2.255  -0.867
O4 0.186 3.651 0.560  -0.521
C6 0.427 2.252 0.738  -0.068
C7 -0.384 1.487 -0.284  -0.651
Li1 2.136 6.010 2.360  0.951
H9 0.140 1.969 1.761  0.179
H10 1.504 2.059 0.623  0.180
H11 -0.587 2.116 -1.163  0.219
H12 -1.372 1.231 0.128  0.207

energy relative to the best compared isomer or geometry (same formula, charge and spin) = 10.4 kJ/mol
spin multiplicity = 2
HOMO energy (alpha / beta) = -0.61 / -3.74 eV
E_LUMO (alpha / beta) = 0.7 / 0.7 eV
total charge = -1